Entry 1:
Here is a single C4H10BN molecule from the Open Molecules 2025 dataset. Energies are from ωB97M-V/def2-TZVPD.

XYZ file:
```
16
Properties=species:S:1:pos:R:3:forces:R:3:nbo_charge:R:1
B 1.3328 0.0730 0.3769 -0.11 0.96 0.68 0.63
C -2.3047 -1.1256 0.1847 -3.79 -3.16 0.41 -0.42
C -2.2408 0.1310 0.0859 1.74 4.59 -0.35 -0.19
C -0.9623 0.9424 -0.0877 -1.39 2.58 -1.78 -0.24
C 2.8356 -0.4002 -0.0456 -1.04 0.08 -1.54 -0.98
N 0.2354 0.2919 -0.5152 1.75 0.22 4.45 -0.83
H -3.3920 -1.5425 0.3155 2.66 0.05 -0.17 0.21
H -1.3870 -1.6098 0.1092 1.00 -1.79 -0.05 0.20
H 1.0369 0.5115 1.5130 0.63 -0.52 -0.79 -0.09
H -3.0825 0.7613 0.1907 -1.00 0.55 0.01 0.19
H -1.1641 1.8519 -0.8169 -0.01 -1.88 0.79 0.18
H -0.8169 1.5751 0.7960 0.44 -0.73 0.28 0.22
H 3.1877 0.4111 -0.7318 -0.18 -0.36 0.44 0.24
H 2.8114 -1.3006 -0.7499 0.25 0.87 1.21 0.23
H 3.6013 -0.4563 0.7414 -0.55 -0.38 -0.20 0.24
H 0.3090 -0.1144 -1.3662 -0.39 -1.06 -3.40 0.39
```
Forces are in eV/Å.

SMILES: C=CCNBC
E_HOMO (eV): -9.8
2S+1: 1

***

Entry 2:
Here is 2 unconnected molecules or ions with the total composition C4H10BNO from the Open Molecules 2025 dataset. Energies are from ωB97M-V/def2-TZVPD.

XYZ file:
```
17
Properties=species:S:1:pos:R:3:forces:R:3:nbo_charge:R:1
B 1.7590 -0.5759 0.2649 -1.29 -0.80 -3.85 1.19
C -0.7256 0.9526 -0.8338 0.71 2.73 -1.53 -0.28
C -1.2620 0.3002 0.3575 -1.43 0.25 -0.89 -0.12
C 2.9388 -0.7933 -0.8340 -1.35 0.39 0.62 -1.06
C -2.7060 0.0714 0.5457 -1.66 0.47 1.14 -0.63
N -0.6236 -0.4728 -0.6151 3.14 -1.24 -0.87 -0.59
O 1.6905 -0.4527 1.5279 -1.26 1.23 2.61 -0.92
H -1.3753 1.5093 -1.6303 0.67 -1.69 1.29 0.18
H 0.2182 1.5603 -0.7520 -0.88 -0.43 0.14 0.15
H -0.7279 0.4356 1.2257 1.07 0.61 2.62 0.11
H 2.4995 -0.8116 -1.8743 0.54 -0.44 1.25 0.28
H 3.5362 -1.7123 -0.5306 -0.60 1.26 -0.66 0.27
H 3.5191 0.1584 -0.7763 0.05 -0.87 0.06 0.26
H -2.9956 -0.8691 0.9059 0.52 -2.22 0.34 0.21
H -3.3618 0.1611 -0.2804 -0.03 0.44 -1.51 0.22
H -3.2513 0.6051 1.3181 0.55 1.23 0.29 0.20
H 0.8675 -0.0664 1.9812 1.24 -0.93 -1.06 0.54
```
Forces are in eV/Å.

E_HOMO (eV): -7.4
2S+1: 1

***

Entry 3:
Here is 2 unconnected molecules or ions with the total composition C4H10BrN2OS from the Open Molecules 2025 dataset. Energies are from ωB97M-V/def2-TZVPD.

XYZ file:
```
19
Properties=species:S:1:pos:R:3:forces:R:3:nbo_charge:R:1
C 0.5375 2.5465 -0.2059 -4.19 0.58 -0.54 0.95
C 2.9106 1.9384 -0.1789 2.14 -1.14 -0.30 -0.27
C -1.2808 -2.0861 -1.1509 -3.03 -1.63 0.78 -0.87
C -0.9388 -1.7938 1.5859 -1.33 -0.55 0.13 -0.80
N 0.3234 -0.0231 -0.1440 -1.51 -0.43 -0.62 -1.04
N -0.6077 2.7851 -0.3544 1.24 -0.72 -0.12 -0.55
O 1.6990 2.8032 0.0110 2.76 -0.70 0.07 -0.41
S -0.9400 -0.7903 -0.0222 4.36 0.83 2.81 1.42
Br -2.9087 0.3993 0.1982 -0.53 -0.18 -0.22 -0.25
H 2.8573 0.9763 0.3474 -0.73 0.73 0.47 0.24
H 3.8259 2.5020 0.1655 -1.63 -0.15 -0.19 0.25
H 3.1310 1.5826 -1.2120 -1.02 1.10 0.28 0.24
H -0.4775 -2.7630 -1.4116 0.57 -0.08 1.03 0.29
H -1.5426 -1.7266 -2.1126 -0.75 0.95 -0.74 0.28
H -2.2163 -2.6144 -0.6471 1.94 0.76 -1.34 0.27
H -0.2611 -1.6256 2.4443 -0.04 1.26 -0.99 0.28
H -0.5518 -2.7023 1.1524 -0.25 -0.71 0.04 0.23
H -1.9597 -1.9250 2.0353 0.79 0.03 -0.87 0.26
H -1.5997 2.5168 -0.5004 1.20 0.05 0.31 0.49
```
Forces are in eV/Å.

Net charge: +1
E_HOMO (eV): -12.9
2S+1: 1

***

Entry 4:
Here is a single C4H10BrO2P molecule from the Open Molecules 2025 dataset. Energies are from ωB97M-V/def2-TZVPD.

XYZ file:
```
18
Properties=species:S:1:pos:R:3:forces:R:3:nbo_charge:R:1
C 1.4757 1.1946 0.6260 0.38 0.44 0.11 -0.66
C 1.4490 0.7719 -0.8554 0.05 1.29 0.07 -0.06
O 1.2385 -0.5892 -1.1811 0.05 -0.14 0.30 -0.52
C 0.6837 -1.4089 -0.1973 -0.53 -0.78 -0.03 -0.08
C -0.8395 -1.2562 0.0418 0.68 -0.99 0.57 -0.11
O -1.2914 0.1016 0.0927 -1.78 0.02 0.22 -0.80
P -2.9529 0.0388 0.4363 0.61 -0.26 -0.26 0.81
Br -3.9731 1.0783 -1.3176 0.54 0.00 0.74 -0.25
H 1.9534 0.4739 1.3014 -0.16 0.06 -0.26 0.21
H 2.1016 2.0990 0.6958 -0.16 -0.24 -0.12 0.22
H 0.5015 1.4906 1.0305 0.13 -0.43 -0.18 0.22
H 0.6926 1.3872 -1.3739 0.09 -0.28 0.21 0.18
H 2.4098 1.0750 -1.3009 -0.18 -0.42 0.07 0.18
H 0.7939 -2.4358 -0.5813 -0.03 0.25 0.04 0.20
H 1.2373 -1.4362 0.7534 -0.12 0.54 -0.21 0.17
H -1.3861 -1.8791 -0.6849 0.03 0.64 -0.13 0.19
H -1.0453 -1.7231 1.0248 0.14 0.03 -0.32 0.17
H -3.0490 1.0176 1.4898 0.24 0.27 -0.83 -0.05
```
Forces are in eV/Å.

SMILES: CCOCCOPBr
E_HOMO (eV): -9.4
2S+1: 1

***

Entry 5:
Here is 2 unconnected molecules or ions with the total composition C4H10ClFN from the Open Molecules 2025 dataset. Energies are from ωB97M-V/def2-TZVPD.

XYZ file:
```
17
Properties=species:S:1:pos:R:3:forces:R:3:nbo_charge:R:1
C -1.5579 0.5820 1.0770 0.71 1.87 2.64 -0.43
C 0.3552 1.4924 -0.2586 -0.27 1.30 -0.58 -0.42
C 0.6395 -0.5608 0.9182 0.70 -1.02 0.86 -0.16
C 1.0856 -1.9472 -1.5590 0.07 0.87 0.60 0.19
N -0.3051 0.2971 0.2672 -2.31 -0.40 -0.51 -0.46
F 2.0252 -1.2147 -2.1384 -0.51 -0.32 0.11 -0.29
Cl -0.5223 -1.6337 -2.0049 -0.37 0.16 -0.70 0.05
H -2.0013 -0.3211 1.5224 0.38 0.25 -0.51 0.25
H -1.3208 1.3371 1.9417 0.03 -1.68 -1.41 0.24
H -2.2610 1.1628 0.5074 -0.29 -0.24 -0.77 0.24
H 1.0972 1.1463 -0.9635 0.19 0.15 -0.22 0.24
H -0.3543 2.2052 -0.7303 0.25 -0.82 0.12 0.24
H 0.8186 2.0363 0.5389 0.39 0.12 0.54 0.23
H 0.3061 -1.3836 1.5670 -0.49 0.31 -0.86 0.22
H 1.4834 -0.0571 1.3950 -0.06 0.11 -0.73 0.21
H 1.2506 -2.9964 -1.4670 0.63 -0.51 0.26 0.20
H -0.7387 -0.1448 -0.6132 0.95 -0.15 1.15 0.45
```
Forces are in eV/Å.

Net charge: +1
E_HOMO (spin up / spin down) (eV): -14.2 / -13.1
2S+1: 1

***

Entry 6:
Here is a molecular structure, C4H10ClN2O9P2Pd from the Open Molecules 2025 dataset. Energies are from ωB97M-V/def2-TZVPD.

XYZ file:
```
29
Properties=species:S:1:pos:R:3:forces:R:3:lowdin_charge:R:1
Pd -0.1375 -0.3697 -0.4012 -0.31 -1.24 -0.39 0.82
N 2.4227 2.8668 -1.1637 -0.03 0.14 0.70 0.14
C 1.7361 1.8744 -2.0262 -0.77 -1.01 0.02 -0.55
C 1.9083 2.0265 -3.5086 0.11 0.05 -0.24 -0.08
P 2.3046 0.2427 -1.3275 1.93 0.37 -0.23 0.25
O 3.8043 0.3108 -2.0605 -0.55 0.18 0.25 -0.18
O 1.5606 -0.9118 -1.8992 -0.34 0.18 0.01 -0.32
O 2.4927 0.4473 0.1287 0.22 0.24 -0.15 -0.31
P -0.0093 2.0854 -1.4587 -0.16 1.52 -0.17 0.26
O -0.2665 3.5739 -2.1490 0.28 -0.35 0.31 -0.17
O -0.9927 1.1493 -2.0589 0.06 -0.17 -0.18 -0.31
O 0.1535 2.3246 0.0116 0.09 0.34 -0.04 -0.33
H 3.3863 2.5842 -0.9645 -0.14 0.24 0.00 0.15
H 1.7896 2.7376 -0.2939 0.53 0.35 0.02 0.12
H 2.3329 3.8237 -1.5120 0.11 -0.18 0.03 0.16
H 2.9408 1.8937 -3.8261 0.07 -0.04 0.03 0.07
H 1.5327 2.9884 -3.8584 -0.04 0.05 0.00 0.07
H 1.3071 1.2402 -3.9638 0.02 0.00 -0.13 0.09
H 4.0812 -0.5881 -2.2258 0.24 -0.41 -0.15 0.05
H -1.1299 3.5123 -2.5490 -0.50 0.18 -0.40 0.05
O -2.5517 -0.3721 -0.0928 1.60 0.71 1.68 -0.05
N -1.6125 -0.0576 0.5771 -2.47 -0.52 -1.14 -0.10
Cl -0.5278 -5.0741 1.9192 -0.51 -0.37 0.34 0.53
C 0.7585 -4.2011 1.0808 0.32 0.50 -0.32 -0.52
C 0.2498 -2.8231 0.5865 0.17 -1.03 0.21 -0.81
O 0.5364 -1.8389 1.2981 0.20 0.30 0.18 -0.08
O -0.3820 -2.8167 -0.4806 -0.16 -0.13 -0.22 -0.07
H 1.0464 -4.8132 0.2273 0.05 0.09 0.09 0.06
H 1.5728 -4.0832 1.7920 -0.01 0.02 -0.11 0.06
```
Forces are in eV/Å.

Net charge: -1
E_HOMO (eV): -4.6
2S+1: 1

***

Entry 7:
Here is a molecular structure, C4H10ClNO from the Open Molecules 2025 dataset. Energies are from ωB97M-V/def2-TZVPD.

XYZ file:
```
17
Properties=species:S:1:pos:R:3:forces:R:3:nbo_charge:R:1
C -0.7243 1.6839 0.7842 -1.52 1.98 -1.64 -0.69
C 0.7665 -0.9731 -1.2725 1.12 -1.93 -0.96 -0.43
C 0.9141 -0.8053 1.1466 0.58 0.03 3.07 -0.44
C -0.5767 0.5887 -0.2065 -0.04 -1.23 1.23 0.75
N 0.4550 -0.2719 -0.0649 0.11 1.07 -3.48 -0.44
O -1.0021 0.9027 -1.4201 0.45 -1.72 -2.08 -0.66
Cl -2.2019 -0.8977 0.6617 -0.26 0.23 -0.29 -0.67
H 0.2015 2.2528 0.5922 -0.13 0.07 0.77 0.23
H -0.9040 1.3569 1.8092 0.19 0.16 -0.36 0.27
H -1.5738 2.3914 0.3710 1.48 -1.58 1.20 0.26
H -0.0629 -1.5865 -1.6988 0.27 -0.61 1.20 0.20
H 0.8955 -0.3756 -2.1907 1.08 0.58 0.78 0.19
H 1.6992 -1.5822 -1.0150 -1.46 0.65 -1.06 0.23
H 0.0545 -1.2073 1.6318 -0.89 -0.63 0.56 0.25
H 1.6577 -1.6566 1.1763 -0.59 1.36 -0.93 0.23
H 1.2242 0.0024 1.8553 0.28 -0.54 -0.69 0.21
H -0.8223 0.1773 -2.1598 -0.67 2.10 2.68 0.51
```
Forces are in eV/Å.

E_HOMO (eV): -8.7
2S+1: 1

***

Entry 8:
Here is a molecular structure, C4H10F2LiN2O9S2 from the Open Molecules 2025 dataset. Energies are from ωB97M-V/def2-TZVPD.

XYZ file:
```
30
Properties=species:S:1:pos:R:3:forces:R:3:mulliken_spin:R:1
Li 0.0705 2.5858 -14.0465 0.02 0.28 -0.49 0.00
N 0.2131 4.3573 -13.1989 3.86 1.88 1.69 0.00
S -0.3429 5.6021 -13.9494 -6.53 2.29 -3.08 0.00
O -0.0074 5.6502 -15.3385 0.80 0.27 0.28 0.00
O -0.6727 6.8226 -13.2363 1.77 -1.54 -0.32 0.00
F -1.8352 4.9698 -14.0655 -0.03 -0.37 0.11 0.00
S 1.6416 5.2025 -12.7196 4.53 -0.90 1.82 0.00
O 1.6838 5.5328 -11.3225 -1.12 0.05 -1.23 0.00
O 2.3506 6.0761 -13.6638 -2.50 -1.30 1.11 0.00
F 2.6615 3.9543 -12.7358 -0.83 -0.43 -0.30 0.00
N -0.7954 1.0972 -11.4943 -0.44 0.33 -0.27 -0.05
O -0.3567 0.0257 -10.9226 -1.08 2.54 -0.85 0.56
O -1.4040 1.9068 -10.7419 1.56 -2.22 -1.12 0.43
O -0.6660 1.2848 -12.7094 -0.02 -0.70 2.24 0.06
C 2.3286 3.0975 -15.9132 0.48 -0.61 0.94 0.00
O 1.6366 2.1234 -15.0865 0.39 -0.27 -0.75 0.00
C 1.2660 0.9983 -15.8948 -0.90 0.19 1.71 0.00
C 0.0384 1.3943 -16.7216 1.26 0.48 0.05 0.00
O -0.6724 2.4862 -16.0178 0.90 -2.81 -1.22 0.00
C -1.6460 2.9668 -16.9044 -2.05 1.12 0.33 0.00
H 1.7080 3.5124 -16.7075 -0.09 0.02 0.21 0.00
H 3.1731 2.5312 -16.3059 0.18 0.38 -0.37 0.00
H 2.7029 3.8548 -15.2244 -0.19 0.12 -0.32 0.00
H 0.9705 0.2213 -15.1898 -0.15 0.03 0.30 0.00
H 2.1165 0.5345 -16.3943 -0.01 0.51 -0.63 0.00
H -0.5129 0.4736 -16.9125 -0.78 0.32 0.25 0.00
H 0.3894 1.7317 -17.6969 -0.30 0.48 -0.09 0.00
H -1.2891 3.7871 -17.5270 0.22 -0.10 0.01 0.00
H -2.4846 3.3206 -16.3046 0.28 0.61 0.26 0.00
H -2.1970 2.2421 -17.5039 0.80 -0.65 -0.25 0.00
```
Forces are in eV/Å.

E_HOMO (spin up / spin down) (eV): -10.3 / -10.3
<S²>: 0.7591
2S+1: 2